The following is a quantum chemistry calculation of a molecular structure, C15H21InNO5 at a distorted geometry, from the Open Molecules 2025 dataset.

Structure (XYZ):
```
43
Properties=species:S:1:pos:R:3:forces:R:3:lowdin_charge:R:1
In 20.7289 -18.0502 -1.4236 -0.0212 0.6674 -0.1385 1.11
C 23.1465 -20.3480 -3.0453 -1.4900 0.3589 -0.7101 0.14
C 22.6474 -19.4948 -4.0836 1.4851 0.4906 0.7089 -0.33
C 23.7107 -19.1627 -5.2037 -0.9588 0.0274 0.1285 -0.28
O 23.3325 -18.6275 -6.2086 0.1213 0.1500 -0.3993 0.18
C 25.1336 -19.3730 -4.8869 -2.5360 0.5323 -1.2385 0.26
C 25.4939 -19.9496 -3.6771 3.2463 -0.1335 1.9067 -0.32
C 24.4868 -20.6751 -2.8386 0.6461 -1.7610 0.6678 -0.35
O 24.7769 -21.5414 -2.0233 0.5192 0.8220 -0.3456 0.17
O 26.6749 -19.8432 -3.3233 -1.0654 -0.4524 -0.0385 0.19
O 21.5550 -18.9586 -4.0139 -0.1229 0.1353 -0.5250 -0.04
H 22.4229 -20.8048 -2.3776 0.0265 -0.0600 0.0210 0.14
H 25.8640 -18.9519 -5.5663 0.1556 -0.0339 0.0623 0.16
C 20.8287 -15.2499 1.3659 -0.7049 0.2563 -0.0459 -0.04
C 21.3383 -14.2226 0.3648 0.2640 0.5921 -0.2389 -0.51
C 22.7766 -13.8549 0.7162 1.0185 -0.2768 -0.1392 -0.14
C 23.5306 -13.0585 -0.3659 -1.3398 -0.2817 -0.3558 -0.15
C 23.4646 -13.8391 -1.6950 0.4911 0.0251 1.1697 -0.13
C 22.0531 -14.2704 -2.1133 0.1548 -0.9524 -1.2220 -0.51
N 21.3291 -14.8577 -0.9885 0.6983 -0.6663 1.2202 -0.11
O 20.0190 -15.2784 -1.3108 -0.0170 0.2774 -0.4657 -0.18
C 21.3535 -13.1094 -2.8194 -1.0644 0.9328 1.1332 -0.02
C 22.2504 -15.3810 -3.1829 0.3567 -0.1320 0.0752 -0.06
C 20.4895 -12.9285 0.4366 -0.1835 -1.1833 0.4938 0.00
H 21.3632 -16.1997 1.3267 0.2969 0.1319 0.0203 0.07
H 19.7749 -15.4657 1.1765 -0.0017 0.0087 0.0503 0.08
H 20.8829 -14.8216 2.3668 0.1359 -0.1707 0.0629 0.10
H 22.8434 -13.3237 1.6677 -0.4789 0.1903 -0.0570 0.13
H 23.3429 -14.7674 0.9407 -0.0359 -0.1551 -0.3319 0.12
H 24.5475 -12.9170 -0.0104 0.0922 0.2399 -0.3152 0.12
H 23.0287 -12.1029 -0.5307 0.3026 0.2502 0.3153 0.11
H 24.1314 -14.6823 -1.4922 -0.2753 -0.3974 -0.5321 0.12
H 23.8667 -13.2816 -2.5402 0.1912 0.0802 0.1175 0.13
H 21.2204 -12.2699 -2.1313 0.5854 0.1507 -0.1144 0.07
H 21.8726 -12.7336 -3.6960 0.0124 -0.2594 -0.0937 0.10
H 20.2959 -13.2831 -3.0451 0.2170 -0.5423 -0.5551 0.09
H 22.8379 -16.2416 -2.8366 0.1359 0.2221 0.4703 0.06
H 21.3471 -15.8298 -3.6020 -0.2227 0.5437 -0.1038 0.07
H 22.8575 -14.9384 -3.9743 -0.2529 -0.1461 -0.2744 0.10
H 20.8385 -12.1885 -0.2702 -0.2415 0.1833 0.0601 0.06
H 20.5564 -12.5476 1.4554 0.1051 0.1958 -0.0730 0.10
H 19.4386 -13.2050 0.3172 -0.0616 0.3787 -0.3558 0.09
H 19.5179 -14.4740 -1.5319 -0.1834 -0.2390 -0.0146 0.10
```
Forces are in eV/Å.

Summary:
HOMO level in eV: -12.25
Lowest unoccupied orbital energy in eV: -7.744
F_max in eV/Å: 3.8
HOMO-LUMO gap in eV: 4.504
Total charge: +1

***

The following is a quantum chemistry calculation of a single C5H11N5S molecule at a distorted geometry, from the Open Molecules 2025 dataset.

Structure (XYZ):
```
22
Properties=species:S:1:pos:R:3:forces:R:3:lowdin_charge:R:1
C 1.9950 0.3535 -0.1058 0.6328 -1.5567 -0.8868 -0.71
C -0.4083 0.8133 1.6885 3.9324 -1.7069 -1.7697 -0.09
C -1.3779 -1.1244 -0.1541 -1.1717 -1.1608 3.4559 -0.14
C -1.5548 0.5896 -1.9631 1.9591 1.9788 0.4406 -0.09
C -0.5550 1.2125 0.2082 -1.6253 -0.1478 -0.2377 -0.51
N 3.3840 0.2473 0.0347 -1.9480 1.0125 -0.7852 0.03
N 3.5780 -0.9506 0.3808 2.1622 -1.6444 1.9978 -0.04
N 2.4421 -1.5589 0.5843 -0.6500 -0.4845 -1.1328 -0.04
N 1.4190 -0.8375 0.1192 0.9337 1.0818 0.8687 0.00
N -1.1697 0.2004 -0.6086 0.0050 0.8773 -1.0006 -0.32
S 1.1377 1.7333 -0.6958 -0.7017 0.0787 1.3604 0.92
H -1.2040 0.2445 2.0887 -0.9970 -0.1498 0.3443 0.05
H -0.0270 1.5840 2.2995 -0.3852 1.3731 0.6329 0.06
H 0.5353 0.1232 1.7000 -2.1328 0.8254 0.3533 0.09
H -1.8939 -1.8456 -0.8431 0.6615 1.1159 0.2553 0.09
H -0.4102 -1.5538 0.2621 -1.6406 0.1492 -0.8414 0.06
H -2.0995 -1.0311 0.8073 1.1438 -0.7554 -1.9415 0.10
H -1.2137 -0.1206 -2.7218 0.3988 0.1346 0.0997 0.08
H -2.6042 0.6858 -2.1242 -1.0916 0.2117 0.2127 0.06
H -1.0585 1.6583 -2.1281 -1.1061 -2.3748 -0.1239 0.09
H -1.2463 2.1004 0.2026 1.2257 -0.2149 -0.4670 0.12
H 2.3320 -2.5236 0.9689 0.3951 1.3571 -0.8347 0.19
```
Forces are in eV/Å.

Summary:
HOMO level in eV: -7.88
Lowest unoccupied orbital energy in eV: 0.716
F_max in eV/Å: 4.6
HOMO-LUMO gap in eV: 8.599
Total charge: 0

***

The following is a quantum chemistry calculation of a single C6H10 molecule, from the Open Molecules 2025 dataset.

Structure (XYZ):
```
16
Properties=species:S:1:pos:R:3:forces:R:3:lowdin_charge:R:1
C -1.5014 -1.3342 -0.9487 0.0220 -0.0427 0.0003 -0.06
C -0.4080 -0.5204 -0.3261 0.2104 0.0336 -0.0323 -0.32
C 0.9028 -0.5871 -0.5737 -0.1730 0.0826 -0.0341 -0.06
C 1.6511 0.5742 0.0479 -0.1024 -0.0399 0.0489 -0.19
C 0.6693 1.0446 1.1449 0.0283 0.0288 -0.0118 -0.19
C -0.7213 0.6249 0.6176 0.0180 0.0241 0.0018 -0.16
H -2.1532 -0.6786 -1.5427 0.0811 -0.1110 0.1017 0.08
H -1.1043 -2.1046 -1.6180 -0.0470 0.1117 0.1467 0.07
H -2.1378 -1.8147 -0.1953 0.1187 0.0674 -0.0848 0.08
H 1.3711 -1.3244 -1.2225 -0.0961 0.1660 0.0273 0.11
H 2.6631 0.3524 0.4050 -0.2414 -0.1073 0.0895 0.10
H 1.7713 1.3609 -0.7102 0.0041 -0.0547 0.0473 0.11
H 0.8737 0.5223 2.0879 0.0144 0.0330 -0.2090 0.11
H 0.7492 2.1176 1.3414 -0.0539 -0.1282 -0.0078 0.10
H -1.2151 1.4470 0.0751 0.0785 -0.1410 0.0511 0.12
H -1.4105 0.3200 1.4174 0.1385 0.0776 -0.1350 0.11
```
Forces are in eV/Å.

Summary:
HOMO level in eV: -8.75
Lowest unoccupied orbital energy in eV: 1.166
F_max in eV/Å: 0.3
HOMO-LUMO gap in eV: 9.916
Total charge: 0

***

The following is a quantum chemistry calculation of a molecular structure, C6H12, from the Open Molecules 2025 dataset.

Structure (XYZ):
```
18
Properties=species:S:1:pos:R:3:forces:R:3:lowdin_charge:R:1
C 0.6106 -1.5028 -1.8219 0.0212 0.0136 -0.0437 -0.12
C -0.2982 -1.2812 -0.6160 -0.0187 -0.0076 -0.0525 -0.32
C -0.6925 0.1436 -0.3707 0.0810 -0.1861 0.2221 -0.12
C -1.1824 0.4400 1.0440 -0.0921 0.0407 0.0396 -0.25
C -0.2478 1.6072 1.3740 -0.0093 0.0676 0.0349 -0.23
C 0.9348 1.1398 0.5342 0.0960 -0.0511 0.0965 -0.09
H 0.1942 -1.0192 -2.7111 0.0606 -0.0643 0.1263 0.07
H 1.6062 -1.0772 -1.6409 -0.1578 -0.0475 -0.0226 0.07
H 0.7411 -2.5700 -2.0328 -0.0103 0.1692 0.0374 0.07
H -1.2792 -1.7471 -0.8139 0.0997 0.0207 0.0514 0.12
H 0.1017 -1.8129 0.2700 -0.0510 0.1844 -0.0911 0.11
H 0.3285 0.9305 -0.5514 -0.0248 0.0086 -0.1282 0.07
H -2.2534 0.6724 1.0768 0.1676 -0.0396 0.0182 0.10
H -0.9891 -0.3864 1.7523 -0.0212 0.0850 -0.1725 0.11
H -0.0256 1.7565 2.4348 -0.0551 -0.0162 -0.1598 0.10
H -0.6444 2.5450 0.9702 0.0667 -0.1502 0.0293 0.11
H 1.4557 0.2697 0.9372 -0.0668 0.0917 -0.0480 0.10
H 1.6399 1.8921 0.1651 -0.0860 -0.1188 0.0627 0.10
```
Forces are in eV/Å.

Summary:
HOMO level in eV: -7.63
Lowest unoccupied orbital energy in eV: 1.049
F_max in eV/Å: 0.3
HOMO-LUMO gap in eV: 8.674
Total charge: 0